51
Properties=species:S:1:pos:R:3:forces:R:3 method="wB97M-V/def2-TZVPD" smiles="CCN(CC)CCCOC(=O)C1(c2ccccc2)CCCC1" charge=0 lumo_ha=0.03296 spin_multiplicity=1 gap_ev=9.4
C 2.158930 -2.176513 -0.565793 -0.1 -0.3 -0.1
C 1.322473 -3.442378 -0.401513 0.2 0.2 0.0
N 0.359476 -3.292044 0.676360 0.0 -0.1 -0.1
C 0.132229 -4.509117 1.435319 0.2 0.0 0.2
C 1.229034 -4.722533 2.474395 -0.3 -0.1 -0.2
C -0.864870 -2.626449 0.269791 -0.2 0.1 0.2
C -1.385790 -1.712100 1.382036 0.3 0.2 -0.4
C -0.393420 -0.589524 1.669206 -0.3 -0.2 0.6
O -0.240556 0.273435 0.542148 0.2 -0.1 -0.3
C -1.144377 1.241181 0.391200 -0.3 0.2 -0.1
O -2.057784 1.431569 1.152229 -0.1 -0.1 0.1
C -0.831133 2.131330 -0.814183 0.0 0.1 0.1
C 0.240309 3.060421 -0.279639 0.1 0.1 0.0
C -0.069339 4.328316 0.196446 0.0 -0.1 0.0
C 0.922196 5.152985 0.699801 0.0 0.1 0.1
C 2.235165 4.719805 0.747096 0.0 0.1 0.0
C 2.549175 3.448890 0.296830 0.1 0.0 0.0
C 1.559895 2.624671 -0.207186 0.0 0.1 0.0
C -2.123256 2.819559 -1.272078 -0.1 -0.2 0.1
C -2.767240 1.773912 -2.174262 0.0 0.1 -0.1
C -1.589996 1.240994 -2.989824 -0.1 -0.1 0.0
C -0.378359 1.313942 -2.045891 0.1 -0.1 -0.1
H 2.848545 -2.287178 -1.399338 0.1 0.1 -0.1
H 2.729113 -1.990986 0.340577 0.1 0.0 0.1
H 1.524309 -1.313995 -0.748836 -0.1 0.2 0.0
H 1.988976 -4.272135 -0.158906 0.0 0.0 0.0
H 0.825720 -3.688433 -1.355621 0.0 -0.1 0.1
H -0.823046 -4.413964 1.955665 0.0 0.0 -0.1
H 0.064242 -5.392595 0.777011 -0.1 0.1 0.0
H 1.281803 -3.860655 3.134033 0.0 0.1 0.1
H 2.198709 -4.850805 2.000819 0.1 0.0 0.0
H 1.014931 -5.608679 3.066784 0.1 -0.1 0.1
H -0.653514 -2.010840 -0.606392 0.0 0.0 -0.1
H -1.649744 -3.348164 -0.012432 0.1 0.0 -0.1
H -1.532254 -2.280105 2.300674 -0.1 0.0 0.1
H -2.343954 -1.281131 1.087422 -0.1 0.0 0.1
H 0.597188 -1.009526 1.847602 -0.1 0.1 0.0
H -0.724978 0.004311 2.526464 0.1 -0.1 -0.1
H -1.088984 4.678669 0.181886 -0.1 0.0 0.0
H 0.664171 6.137987 1.060545 0.0 0.1 0.0
H 3.007419 5.364236 1.140398 0.1 0.1 0.0
H 3.568895 3.094939 0.341744 0.1 0.0 0.0
H 1.814138 1.629104 -0.537074 0.0 -0.1 -0.1
H -2.757656 3.081758 -0.427508 0.0 0.1 0.0
H -1.883772 3.715807 -1.845832 0.1 0.1 0.0
H -3.555387 2.188212 -2.801286 -0.1 0.0 0.0
H -3.196116 0.979706 -1.560899 -0.1 0.0 0.0
H -1.766909 0.228179 -3.350062 0.0 0.0 -0.1
H -1.426455 1.880932 -3.857898 0.0 0.0 0.0
H 0.458819 1.814111 -2.533160 0.0 0.0 0.1
H -0.046972 0.320886 -1.748865 0.1 0.0 0.0

52
Properties=species:S:1:pos:R:3:forces:R:3 method="wB97M-V/def2-TZVPD" smiles="CCC(=O)c1ccc(OC[C@H](O)CN(C)C2CCCCC2)cc1" charge=0 lumo_ha=0.02206 spin_multiplicity=1 gap_ev=9.0
C -7.416835 -2.071585 0.020216 0.2 0.0 0.0
C -5.958163 -1.762971 0.330135 -0.5 0.1 -0.2
C -5.537430 -0.417070 -0.230664 0.0 -0.3 0.1
O -6.311536 0.290050 -0.838767 0.0 0.0 0.0
C -4.132376 -0.003141 -0.003819 0.4 0.3 0.0
C -3.196702 -0.765063 0.691377 -0.4 0.1 -0.2
C -1.900276 -0.319248 0.865027 0.5 0.1 0.1
C -1.505141 0.909451 0.341091 -0.4 0.0 -0.1
O -0.265190 1.437702 0.452641 0.0 0.1 -0.1
C 0.748951 0.691469 1.103201 0.5 -0.2 0.3
C 2.060307 1.465364 0.910537 -0.4 -0.4 -0.3
O 1.945397 2.780343 1.389726 -0.1 0.4 0.0
C 2.448436 1.459879 -0.578417 0.1 0.0 0.3
N 2.571877 0.126186 -1.140758 -0.1 0.1 -0.1
C 2.315562 0.138371 -2.568156 0.0 0.0 0.0
C 3.766096 -0.651836 -0.791552 -0.1 0.0 0.4
C 3.492708 -1.584365 0.396829 0.2 -0.2 -0.4
C 4.669409 -2.535836 0.598570 0.0 0.2 0.3
C 5.955251 -1.749664 0.834229 0.1 -0.2 -0.3
C 6.222822 -0.804825 -0.332938 0.0 0.2 0.3
C 5.047701 0.148964 -0.533179 -0.1 -0.2 -0.4
C -2.439336 1.682895 -0.355647 0.2 0.0 0.1
C -3.725310 1.231134 -0.521871 0.0 -0.1 0.1
H -7.698597 -3.037799 0.431774 0.0 -0.1 0.0
H -8.060301 -1.305385 0.444768 -0.1 0.0 0.0
H -7.576729 -2.085224 -1.054814 -0.1 0.0 -0.1
H -5.797545 -1.750449 1.410884 0.1 -0.1 0.0
H -5.311101 -2.532305 -0.097988 0.1 0.0 0.1
H -3.467910 -1.721197 1.110978 0.0 -0.1 0.0
H -1.202733 -0.933432 1.412161 0.1 0.0 0.0
H 0.857267 -0.297263 0.647360 -0.1 0.1 0.0
H 0.517695 0.596035 2.171630 0.0 0.0 -0.1
H 2.841747 1.005348 1.519391 -0.1 -0.1 -0.1
H 1.160623 3.169195 0.982674 0.0 0.0 0.0
H 3.350731 2.075977 -0.704244 -0.1 0.0 0.0
H 1.635536 1.962059 -1.110760 0.1 0.0 0.0
H 1.336939 0.581558 -2.750735 0.0 0.0 -0.1
H 2.293385 -0.885439 -2.938644 0.0 0.0 -0.1
H 3.065222 0.703865 -3.142099 0.0 0.0 -0.1
H 3.965568 -1.302848 -1.650980 0.0 0.0 0.0
H 3.340205 -1.006629 1.307878 -0.1 0.1 0.1
H 2.580902 -2.151026 0.200206 -0.1 0.1 0.0
H 4.472409 -3.192017 1.448904 0.0 -0.1 -0.1
H 4.786334 -3.164063 -0.287670 0.0 -0.1 0.0
H 6.795047 -2.436765 0.956153 0.0 0.0 0.1
H 5.861002 -1.169279 1.754809 0.0 0.0 0.1
H 7.133134 -0.231211 -0.145646 0.0 0.0 -0.1
H 6.378124 -1.388840 -1.243462 0.1 0.0 -0.1
H 4.933634 0.764975 0.360135 0.0 0.1 0.0
H 5.251180 0.807086 -1.381419 0.0 0.1 0.0
H -2.125216 2.634485 -0.755390 0.0 0.1 0.0
H -4.451958 1.821854 -1.059034 0.0 0.0 0.0

60
Properties=species:S:1:pos:R:3:forces:R:3 method="wB97M-V/def2-TZVPD" charge=+1 lumo_ha=-0.10459 spin_multiplicity=1 gap_ev=7.2
La 1.159694 0.260240 0.719197 -0.1 -0.1 0.2
C 1.826292 -2.222441 3.329733 0.0 -0.3 -0.8
C 2.991745 -1.304690 3.147564 -0.5 2.1 -0.8
N 2.512124 0.098678 2.944300 0.8 -0.2 -0.9
C 2.173688 0.884649 4.102317 -0.2 0.6 0.1
C 0.668675 0.953490 4.481385 1.3 0.8 0.8
S -0.525720 0.567357 3.246435 -0.5 0.0 -0.8
C -1.000402 -1.133171 3.605649 -0.5 -1.3 -2.0
C -0.537123 -2.240689 2.560037 -0.9 0.6 1.0
N 0.845727 -2.097807 2.182129 1.6 -0.7 0.3
H 1.301870 -1.786014 4.165972 -0.2 -0.9 0.8
H 2.249836 -3.260611 3.421156 -1.0 0.8 0.4
H 3.497379 -1.490185 2.231623 0.7 -0.7 -0.8
H 3.710207 -1.318883 3.946472 0.3 -0.4 0.6
H 3.232274 0.650008 2.430798 -0.3 -0.7 0.4
H 2.556686 1.875988 3.921282 -0.1 0.4 -0.1
H 2.753900 0.542769 4.940957 0.1 -0.3 0.8
H 0.405167 1.981478 4.861044 0.4 -1.2 -0.2
H 0.586523 0.206417 5.255773 -0.7 0.1 0.6
H -2.086952 -1.104450 3.464564 0.1 -0.2 0.8
H -0.683181 -1.437258 4.593423 -0.3 0.2 0.3
H -1.051113 -2.197539 1.603891 -0.7 0.5 0.0
H -0.826975 -3.245978 2.941392 0.4 0.5 0.2
H 0.980643 -2.895097 1.571611 0.6 0.0 -0.3
S 0.996767 3.229100 -4.199429 0.3 0.0 -0.4
C 1.768761 2.960466 -2.789563 -0.7 0.1 -0.1
S 1.186137 3.700486 -1.349541 0.5 -0.8 1.0
C 2.085318 2.623547 -0.218398 0.0 1.4 0.8
C 3.039847 1.785071 -0.703823 -1.1 0.5 -2.2
S 3.921051 0.463231 -0.104221 0.3 -0.6 0.9
S 3.046755 1.859230 -2.495014 0.7 -0.3 -0.3
S 1.707392 2.849588 1.478397 -0.3 0.0 -0.1
C -0.280246 -2.749907 -2.344938 0.8 0.2 -0.5
As 0.491557 -0.870476 -2.286307 -0.6 -0.2 -0.7
C 1.845667 -1.173263 -3.766585 -1.5 -0.7 1.8
C -1.054382 0.105259 -3.135581 0.4 -0.5 0.7
C -1.202267 -0.002109 -4.494942 -0.5 0.5 -0.1
C -2.309784 0.550645 -5.097406 -0.6 -0.5 -0.8
C -3.356453 1.100434 -4.370652 0.9 0.2 -0.7
C -3.209610 1.253328 -3.019709 -0.8 -0.5 0.6
C -2.076087 0.729667 -2.417780 1.0 -0.2 1.9
As -1.902742 0.733504 -0.416061 -1.0 0.4 -1.0
C -3.680099 -0.130981 -0.073248 -0.1 1.5 -1.1
C -2.304312 2.666151 -0.096556 -0.6 -0.7 2.8
H -0.613585 -2.918214 -3.366691 -0.2 0.2 -0.1
H -1.096091 -3.011262 -1.669903 0.1 0.4 0.1
H 0.552575 -3.458506 -2.226274 -0.2 0.2 0.3
H 1.271328 -1.504326 -4.623171 0.4 -0.4 -0.1
H 2.436382 -1.936420 -3.234184 0.0 0.0 -0.8
H 2.442998 -0.318271 -3.957943 0.3 0.7 -0.2
H -0.527833 -0.554910 -5.093076 0.8 -0.3 -0.5
H -2.427734 0.416398 -6.165000 0.0 0.1 -0.1
H -4.234102 1.412830 -4.892216 -0.5 0.2 -0.1
H -4.085669 1.602826 -2.460132 0.6 0.1 0.1
H -4.391796 0.731834 -0.075567 0.3 -0.9 -0.3
H -3.744090 -0.564186 0.879231 0.1 -0.6 1.5
H -3.934786 -0.911041 -0.808182 0.2 0.6 0.1
H -3.374127 2.764420 0.332296 1.9 0.0 -0.6
H -2.207837 3.172376 -1.006876 -0.1 0.7 -1.4
H -1.519861 3.107246 0.600337 -1.2 -0.6 -0.6

63
Properties=species:S:1:pos:R:3:forces:R:3 method="wB97M-V/def2-TZVPD" charge=-1 lumo_ha="0.08528 / 0.04484" spin_multiplicity=3 gap_ev="6.9 / 6.8"
Au 1.051410 -2.165011 -0.232735 -0.1 0.0 0.1
C 3.458210 2.324389 -0.748635 0.0 0.0 -0.1
As 1.841910 1.274289 -0.356035 0.4 0.7 -0.1
C 1.961110 1.416489 1.587765 0.0 0.1 0.2
C 0.565810 2.860289 -0.817135 0.3 -0.4 -0.1
C -0.890590 2.784789 -0.387435 0.0 -0.2 0.1
C -1.016790 2.955989 1.130765 0.1 -0.1 -0.2
C -1.578990 1.484489 -0.787135 0.1 -0.2 -0.2
As -0.938990 -0.400111 -0.376735 -0.8 0.5 0.0
C -1.739890 -0.616211 1.388765 -0.2 -0.1 0.1
C -2.400490 -1.119511 -1.462135 -0.2 -0.1 -0.1
C -1.646090 3.967189 -1.030935 0.1 0.1 -0.1
As -1.961090 4.258589 -2.999035 -0.2 -0.1 0.1
C -3.735890 3.390889 -3.140035 0.1 0.0 0.0
C -0.991090 2.901189 -4.069035 0.1 0.0 0.2
H 3.480510 3.254089 -0.176435 -0.1 0.0 0.0
H 3.516210 2.559289 -1.812435 0.0 0.0 0.0
H 4.316610 1.712289 -0.480535 0.0 0.0 0.0
H 1.804310 2.440089 1.926965 -0.1 0.0 0.0
H 2.965210 1.092189 1.859765 -0.1 0.0 -0.1
H 1.254610 0.751889 2.086665 0.0 0.0 0.0
H 0.616210 2.904689 -1.908935 0.1 0.0 0.0
H 1.024810 3.768089 -0.417435 0.1 0.0 0.0
H -0.632890 2.073489 1.637565 0.1 0.0 0.1
H -2.061590 3.082589 1.413465 -0.1 0.0 0.0
H -0.464890 3.829789 1.469665 0.1 0.1 0.1
H -1.679790 1.462589 -1.873035 -0.1 -0.1 0.1
H -2.587390 1.504389 -0.353135 0.0 -0.2 -0.2
H -2.744890 -0.186211 1.396065 0.1 0.0 0.0
H -1.143090 -0.154511 2.174165 0.1 0.0 -0.1
H -1.806990 -1.684911 1.581565 0.0 0.0 0.0
H -3.272490 -0.461011 -1.415535 0.1 0.0 0.1
H -2.684190 -2.100811 -1.096435 0.1 0.0 0.0
H -2.081390 -1.215711 -2.499935 0.0 0.0 0.0
H -1.145990 4.885989 -0.699235 -0.1 -0.1 -0.1
H -2.655290 4.007689 -0.606835 -0.1 0.0 -0.1
H -4.452690 3.890989 -2.488435 0.1 0.0 0.0
H -3.704090 2.333789 -2.882535 0.1 -0.1 0.1
H -4.096190 3.485689 -4.165035 0.1 0.0 0.0
H 0.058210 3.169889 -4.180335 0.0 0.0 0.0
H -1.443890 2.920489 -5.062235 0.0 0.1 0.1
H -1.052690 1.883789 -3.690535 0.0 0.0 0.0
F -1.462890 -4.700311 -3.084435 -0.1 0.0 0.2
C -0.572690 -4.281411 -2.158135 -0.4 -0.1 -0.3
F 0.491010 -5.074611 -2.269435 0.0 0.0 0.3
F -0.188690 -3.044811 -2.581235 0.0 -0.1 0.0
C -1.237390 -4.238911 -0.712735 0.2 -0.5 -1.2
O -2.053390 -5.099111 -0.479735 -0.2 -0.3 0.1
O -0.901090 -3.255011 -0.010635 0.6 0.8 0.8
S 3.035310 -0.947811 -0.371935 -0.3 0.0 -0.2
Br 4.212310 -4.037011 6.323665 0.0 0.1 -0.1
C 3.150610 -3.461611 4.851665 0.1 0.0 0.0
C 2.539610 -2.217511 4.892565 0.1 -0.1 0.3
N 1.741710 -1.803211 3.925665 -0.3 0.4 0.1
C 1.568910 -2.580611 2.868765 0.0 -0.2 -0.3
C 2.198410 -3.807111 2.699065 0.0 -0.2 0.0
C 2.985410 -4.274911 3.747665 -0.1 0.1 0.0
C 2.078810 -4.690911 1.450465 0.1 0.0 0.7
O 2.231910 -5.891211 1.613165 0.1 -0.3 0.1
O 1.882410 -4.129511 0.333265 -0.2 0.5 -0.8
H 2.674510 -1.542011 5.727965 0.1 -0.1 0.1
H 0.883110 -2.196211 2.119765 0.0 -0.1 0.1
H 3.437310 -5.254511 3.677465 0.0 0.0 0.0

Please write out number 2 again, unchanged.
52
Properties=species:S:1:pos:R:3:forces:R:3 method="wB97M-V/def2-TZVPD" smiles="CCC(=O)c1ccc(OC[C@H](O)CN(C)C2CCCCC2)cc1" charge=0 lumo_ha=0.02206 spin_multiplicity=1 gap_ev=9.0
C -7.416835 -2.071585 0.020216 0.2 0.0 0.0
C -5.958163 -1.762971 0.330135 -0.5 0.1 -0.2
C -5.537430 -0.417070 -0.230664 0.0 -0.3 0.1
O -6.311536 0.290050 -0.838767 0.0 0.0 0.0
C -4.132376 -0.003141 -0.003819 0.4 0.3 0.0
C -3.196702 -0.765063 0.691377 -0.4 0.1 -0.2
C -1.900276 -0.319248 0.865027 0.5 0.1 0.1
C -1.505141 0.909451 0.341091 -0.4 0.0 -0.1
O -0.265190 1.437702 0.452641 0.0 0.1 -0.1
C 0.748951 0.691469 1.103201 0.5 -0.2 0.3
C 2.060307 1.465364 0.910537 -0.4 -0.4 -0.3
O 1.945397 2.780343 1.389726 -0.1 0.4 0.0
C 2.448436 1.459879 -0.578417 0.1 0.0 0.3
N 2.571877 0.126186 -1.140758 -0.1 0.1 -0.1
C 2.315562 0.138371 -2.568156 0.0 0.0 0.0
C 3.766096 -0.651836 -0.791552 -0.1 0.0 0.4
C 3.492708 -1.584365 0.396829 0.2 -0.2 -0.4
C 4.669409 -2.535836 0.598570 0.0 0.2 0.3
C 5.955251 -1.749664 0.834229 0.1 -0.2 -0.3
C 6.222822 -0.804825 -0.332938 0.0 0.2 0.3
C 5.047701 0.148964 -0.533179 -0.1 -0.2 -0.4
C -2.439336 1.682895 -0.355647 0.2 0.0 0.1
C -3.725310 1.231134 -0.521871 0.0 -0.1 0.1
H -7.698597 -3.037799 0.431774 0.0 -0.1 0.0
H -8.060301 -1.305385 0.444768 -0.1 0.0 0.0
H -7.576729 -2.085224 -1.054814 -0.1 0.0 -0.1
H -5.797545 -1.750449 1.410884 0.1 -0.1 0.0
H -5.311101 -2.532305 -0.097988 0.1 0.0 0.1
H -3.467910 -1.721197 1.110978 0.0 -0.1 0.0
H -1.202733 -0.933432 1.412161 0.1 0.0 0.0
H 0.857267 -0.297263 0.647360 -0.1 0.1 0.0
H 0.517695 0.596035 2.171630 0.0 0.0 -0.1
H 2.841747 1.005348 1.519391 -0.1 -0.1 -0.1
H 1.160623 3.169195 0.982674 0.0 0.0 0.0
H 3.350731 2.075977 -0.704244 -0.1 0.0 0.0
H 1.635536 1.962059 -1.110760 0.1 0.0 0.0
H 1.336939 0.581558 -2.750735 0.0 0.0 -0.1
H 2.293385 -0.885439 -2.938644 0.0 0.0 -0.1
H 3.065222 0.703865 -3.142099 0.0 0.0 -0.1
H 3.965568 -1.302848 -1.650980 0.0 0.0 0.0
H 3.340205 -1.006629 1.307878 -0.1 0.1 0.1
H 2.580902 -2.151026 0.200206 -0.1 0.1 0.0
H 4.472409 -3.192017 1.448904 0.0 -0.1 -0.1
H 4.786334 -3.164063 -0.287670 0.0 -0.1 0.0
H 6.795047 -2.436765 0.956153 0.0 0.0 0.1
H 5.861002 -1.169279 1.754809 0.0 0.0 0.1
H 7.133134 -0.231211 -0.145646 0.0 0.0 -0.1
H 6.378124 -1.388840 -1.243462 0.1 0.0 -0.1
H 4.933634 0.764975 0.360135 0.0 0.1 0.0
H 5.251180 0.807086 -1.381419 0.0 0.1 0.0
H -2.125216 2.634485 -0.755390 0.0 0.1 0.0
H -4.451958 1.821854 -1.059034 0.0 0.0 0.0

Among the records above, which one has the lowest charge?
C19H30As3AuBrF3NO4S

The lowest charge belongs to which entry?
C19H30As3AuBrF3NO4S

The lowest charge belongs to which entry?
C19H30As3AuBrF3NO4S